(one)
Computed, not measured: an isolated molecule of C3H6O2, with the ωB97M-V functional and the def2-TZVPD basis.

Summary:
E_LUMO ... 0.70 eV
Structure (SMILES) ... O=CCCO
Kohn-Sham gap ... 10.30 eV

```
! RIJCOSX wB97M-V def2-TZVPD def2/J DEFGRID3
* xyz 0 1
O 0.5259 0.3769 -1.5390
C 0.9765 0.2074 -0.2050
C -0.2278 0.3340 0.7206
C -1.3559 -0.6027 0.3435
O -2.1227 -1.0911 1.1398
H 1.0985 -0.1296 -2.1245
H 1.7216 0.9734 0.0545
H 1.4516 -0.7748 -0.0696
H -0.6215 1.3576 0.6519
H 0.0514 0.1596 1.7649
H -1.4527 -0.8007 -0.7424
*
```

Results of the Löwdin charge analysis, in e, for atoms 1 through 8: -0.08 -0.27 -0.14 -0.26 0.04 0.09 0.12 0.12

(two)
Computed, not measured: an isolated molecule of C3H6O2, with the ωB97M-V functional and the def2-TZVPD basis.

Summary:
E_LUMO ... 0.70 eV
Structure (SMILES) ... O=CCCO
Kohn-Sham gap ... 10.37 eV

```
! RIJCOSX wB97M-V def2-TZVPD def2/J DEFGRID3
* xyz 0 1
O -0.3866 -1.7483 0.8922
C 0.0209 -0.4017 0.8447
C 0.5288 0.2602 -0.5898
C -0.6279 1.1072 -0.9529
O -0.7105 2.2896 -0.7080
H 0.3407 -2.3486 1.0897
H 0.9792 -0.1407 1.2428
H -0.8358 0.1424 1.2748
H 0.7418 -0.5760 -1.2578
H 1.4407 0.9019 -0.5277
H -1.4913 0.5140 -1.3080
*
```

Results of the Löwdin charge analysis, in e, for atoms 1 through 8: -0.05 -0.22 -0.12 -0.33 0.04 0.09 0.10 0.13

Quick one: least stable of them? (two)

(one)
Computed, not measured: an isolated molecule of C3H6O2, with the ωB97M-V functional and the def2-TZVPD basis.

Summary:
E_LUMO ... 0.83 eV
Structure (SMILES) ... CCOC=O
Kohn-Sham gap ... 11.40 eV

```
! RIJCOSX wB97M-V def2-TZVPD def2/J DEFGRID3
* xyz 0 1
C 0.3376 -0.8885 0.1560
C -1.1407 -0.3919 -0.0261
C 1.1115 1.3902 -0.1665
O 1.3686 0.0653 0.0019
O 1.9566 2.2228 -0.1298
H -0.0089 1.5534 -0.1902
H 0.4312 -1.3006 1.1672
H 0.5389 -1.6744 -0.5784
H -1.4823 0.4459 0.5796
H -1.3233 -0.1949 -1.0770
H -1.7893 -1.2272 0.2633
*
```

Results of the Löwdin charge analysis, in e, for atoms 1 through 8: -0.22 -0.09 -0.34 -0.04 0.10 0.13 0.12 0.12

(two)
Computed, not measured: an isolated molecule of C3H6O2, with the ωB97M-V functional and the def2-TZVPD basis.

Summary:
E_LUMO ... 0.85 eV
Structure (SMILES) ... CC(=O)CO
Kohn-Sham gap ... 10.40 eV

```
! RIJCOSX wB97M-V def2-TZVPD def2/J DEFGRID3
* xyz 0 1
C -0.3140 0.1007 0.5324
C 0.4548 -1.0351 0.9882
C 0.0362 0.4510 -0.9952
O -1.1966 0.7016 1.0625
O -0.8883 1.3115 -1.4990
H -0.0984 -2.0251 0.9843
H 1.3851 -0.9917 0.4355
H 0.5569 -1.1170 2.0727
H 0.0837 -0.4709 -1.6390
H 1.1486 0.9831 -0.9696
H -1.1681 2.0920 -0.9727
*
```

Results of the Löwdin charge analysis, in e, for atoms 1 through 8: -0.46 -0.04 -0.24 0.10 -0.07 0.12 0.08 0.09

(three)
Computed, not measured: an isolated molecule of C3H6O2, with the ωB97M-V functional and the def2-TZVPD basis.

Summary:
E_LUMO ... 0.92 eV
Structure (SMILES) ... COCC=O
Kohn-Sham gap ... 10.60 eV

```
! RIJCOSX wB97M-V def2-TZVPD def2/J DEFGRID3
* xyz 0 1
C -1.4279 0.4529 -0.0112
O -0.6792 -0.3872 0.8295
C 0.4506 -0.8112 0.1222
C 1.5618 0.2197 0.0793
O 2.7192 -0.0742 -0.0868
H -0.9733 1.4498 -0.0838
H -1.4023 0.0166 -1.0287
H -2.4379 0.5301 0.3968
H 0.1331 -0.9373 -0.9395
H 0.8126 -1.7423 0.5703
H 1.2434 1.2830 0.1519
*
```

Results of the Löwdin charge analysis, in e, for atoms 1 through 8: -0.12 -0.18 -0.20 -0.22 0.06 0.08 0.09 0.10

Quick one: least stable of them? (three)

(one)
Computed, not measured: a cluster of 2 separate species, C3H6O2 in total, with the ωB97M-V functional and the def2-TZVPD basis.

Summary:
E_LUMO ... 0.71 eV
Kohn-Sham gap ... 10.54 eV

```
! RIJCOSX wB97M-V def2-TZVPD def2/J DEFGRID3
* xyz 0 1
C 0.8189 -0.2344 -0.8082
C 0.7781 -0.2156 0.7710
C -0.3046 0.3291 0.0009
O -1.7597 -0.9435 -0.0278
O -0.8494 1.5548 0.1089
H 1.4808 0.5560 -1.2982
H 0.9803 -1.2536 -1.3209
H 0.4728 -1.2173 1.0645
H 1.5319 0.2753 1.3648
H -2.1071 -0.8393 0.8238
H -1.0420 1.9884 -0.6788
*
```

Results of the Löwdin charge analysis, in e, for atoms 1 through 8: -0.04 -0.06 -0.39 -0.14 0.11 0.12 0.13 0.11

(two)
Computed, not measured: an isolated molecule of C3H6O2, with the ωB97M-V functional and the def2-TZVPD basis.

Summary:
E_LUMO ... 0.74 eV
Structure (SMILES) ... O=CCCO
Kohn-Sham gap ... 10.49 eV

```
! RIJCOSX wB97M-V def2-TZVPD def2/J DEFGRID3
* xyz 0 1
O -1.3223 0.5938 -0.8946
C -0.9562 -0.1537 0.2494
C 0.4802 -0.6053 0.0624
C 1.5107 0.5028 -0.0368
O 2.6923 0.2739 -0.1296
H -2.2327 0.8928 -0.7830
H -1.5949 -1.0427 0.3688
H -1.0558 0.4475 1.1678
H 0.5545 -1.1917 -0.8611
H 0.7831 -1.2667 0.8826
H 1.1413 1.5493 -0.0260
*
```

Results of the Löwdin charge analysis, in e, for atoms 1 through 8: -0.07 -0.29 -0.15 -0.26 0.04 0.09 0.12 0.12

Quick one: least stable of them? (one)

(one)
Computed, not measured: a cluster of 2 separate species, C3H6O2 in total, with the ωB97M-V functional and the def2-TZVPD basis.

Summary:
E_LUMO ... -3.80 eV
Kohn-Sham gap ... 6.55 eV

```
! RIJCOSX wB97M-V def2-TZVPD def2/J DEFGRID3
* xyz 0 1
O -1.2962 -1.8488 0.4509
C -0.8449 -0.7736 -0.0959
C -0.6867 0.3223 0.9427
C 0.4254 1.0592 0.7587
O 1.6011 -0.1252 -1.3481
H -1.4044 -0.3693 -0.9896
H 0.2584 -0.9185 -0.4960
H -1.5541 0.5452 1.5514
H 1.0124 0.8438 -0.1242
H 0.6507 1.7764 1.5513
H 1.8382 -0.5116 -2.2011
*
```

Results of the Löwdin charge analysis, in e, for atoms 1 through 8: 0.08 -0.36 -0.10 0.06 -0.22 0.17 0.19 0.11

(two)
Computed, not measured: a cluster of 2 separate species, C3H6O2 in total, with the ωB97M-V functional and the def2-TZVPD basis.

Summary:
E_LUMO ... 0.72 eV
Structure (SMILES) ... O=C[C@@H]1CO1.[H][H]
Kohn-Sham gap ... 10.92 eV

```
! RIJCOSX wB97M-V def2-TZVPD def2/J DEFGRID3
* xyz 0 1
O -1.4021 0.9849 -1.0720
C -1.1088 0.8831 0.0922
C -0.5249 -0.3494 0.7229
C 0.9077 -0.6791 0.7149
O -0.0159 -1.3538 -0.1198
H 0.4759 0.2743 -2.1546
H -1.3015 1.7102 0.8070
H -1.1130 -0.7006 1.5750
H 1.1540 0.5355 -2.3165
H 1.3009 -1.2652 1.5461
H 1.6277 -0.0400 0.2047
*
```

Results of the Löwdin charge analysis, in e, for atoms 1 through 8: 0.04 -0.21 -0.27 -0.11 -0.04 0.04 0.13 0.15

Quick one: least stable of them? (one)

(one)
Computed, not measured: an isolated molecule of C3H6O2, with the ωB97M-V functional and the def2-TZVPD basis.

Summary:
E_LUMO ... 0.98 eV
Structure (SMILES) ... C[C@]1(O)CO1
Kohn-Sham gap ... 10.87 eV

```
! RIJCOSX wB97M-V def2-TZVPD def2/J DEFGRID3
* xyz 0 1
C 1.1284 -0.2012 -0.7854
C 0.0449 -0.1262 0.2779
O 0.1714 -1.0987 1.2276
C -1.2341 0.5138 0.0454
O -0.4546 1.1055 1.0655
H 2.0898 -0.5296 -0.3806
H 1.2487 0.7714 -1.2538
H 0.8596 -0.9093 -1.5900
H -2.1574 0.0178 0.3272
H -1.3062 1.1432 -0.8370
H -0.3906 -0.6867 1.9033
*
```

Results of the Löwdin charge analysis, in e, for atoms 1 through 8: 0.01 -0.50 0.05 -0.14 -0.04 0.09 0.09 0.10

(two)
Computed, not measured: a structure of composition C3H6O2, with the ωB97M-V functional and the def2-TZVPD basis.

Summary:
E_LUMO ... 0.31 eV
Kohn-Sham gap ... 9.73 eV

```
! RIJCOSX wB97M-V def2-TZVPD def2/J DEFGRID3
* xyz 0 1
C -0.1514 0.2873 -0.8251
C 0.0939 -1.2075 -0.5862
C -0.7818 -0.3484 0.3759
H 1.9041 0.6542 -0.5358
H -0.6256 0.5869 -1.8607
H -0.5013 -1.8663 -1.1735
H 1.0085 -1.7864 -0.2002
H -1.9009 -0.4658 0.3741
H 0.4751 0.6489 1.3646
O 0.7946 1.2391 -0.5973
O -0.2101 -0.0091 1.6279
*
```

Results of the Löwdin charge analysis, in e, for atoms 1 through 8: -0.41 -0.05 -0.30 0.29 0.18 0.07 0.14 0.15

Quick one: least stable of them? (two)

(one)
Computed, not measured: a structure of composition C5H7N, with the ωB97M-V functional and the def2-TZVPD basis.

Summary:
E_LUMO (alpha / beta) ... -0.48 / -0.20 eV
Kohn-Sham gap (alpha / beta) ... 7.75 / 7.92 eV

```
! RIJCOSX wB97M-V def2-TZVPD def2/J DEFGRID3
* xyz 0 1
C -1.4393 0.8404 0.3854
C -0.0921 0.5544 0.9569
C 0.7212 -1.1382 0.5766
C 1.3326 -0.6403 -0.5818
C 0.6516 -0.2288 -1.7473
N 0.1894 0.1439 -2.7461
H -1.5534 1.5234 -0.4830
H -1.6587 1.3205 1.3805
H -2.1836 0.0447 0.2723
H 0.4767 1.4999 0.8803
H -0.2618 -1.5716 0.5635
H 1.3992 -1.6966 1.2467
H 2.4184 -0.6514 -0.7038
*
```

Results of the Löwdin charge analysis, in e, for atoms 1 through 8: -0.17 -0.01 -0.11 -0.17 -0.29 0.13 0.08 0.10

(two)
Computed, not measured: an isolated molecule of C5H7N, with the ωB97M-V functional and the def2-TZVPD basis.

Summary:
E_LUMO ... 1.07 eV
Structure (SMILES) ... Cc1ccc[nH]1
Kohn-Sham gap ... 9.11 eV

```
! RIJCOSX wB97M-V def2-TZVPD def2/J DEFGRID3
* xyz 0 1
C -0.7770 1.5628 -0.6463
C -1.6605 0.5365 -0.5036
N -0.9546 -0.5647 -0.0636
C 0.3809 -0.2611 0.0248
C 0.5109 1.0632 -0.3011
C 1.3398 -1.1858 0.6991
H -1.0362 2.5006 -1.1047
H -2.7209 0.3856 -0.6346
H -1.3225 -1.5042 -0.1299
H 1.3703 1.6576 -0.0319
H 0.8366 -1.9222 1.3208
H 2.0456 -1.6780 0.0243
H 1.9876 -0.5903 1.3468
*
```

Results of the Löwdin charge analysis, in e, for atoms 1 through 8: -0.11 -0.14 0.04 -0.34 -0.07 -0.04 0.09 0.10

(three)
Computed, not measured: an isolated molecule of C5H7N, with the ωB97M-V functional and the def2-TZVPD basis.

Summary:
E_LUMO ... 0.54 eV
Kohn-Sham gap ... 7.85 eV

```
! RIJCOSX wB97M-V def2-TZVPD def2/J DEFGRID3
* xyz 0 1
C -1.7161 -0.2877 -0.6170
N -0.6885 -0.3479 0.3976
C -0.1574 0.6666 1.3141
C 0.6226 -0.1062 0.3234
C 1.7131 -0.2625 -0.5079
C 2.5600 -1.0215 -1.1553
H -1.3784 -0.8728 -1.4760
H -1.9130 0.7455 -0.9410
H -2.6376 -0.7237 -0.2261
H -0.3772 1.7182 1.1137
H -0.1391 0.3820 2.3638
H 1.3060 0.9019 -0.6512
H 3.0251 -0.6318 -2.0656
*
```

Results of the Löwdin charge analysis, in e, for atoms 1 through 8: -0.04 -0.07 -0.02 -0.24 -0.29 0.00 0.09 0.09

Quick one: least stable of them? (three)